[1]
C39H37AuN3O2 as an isolated structure. Source: the Open Molecules 2025 dataset; level of theory: the ωB97M-V functional and the def2-TZVPD basis.

Each line ends with the Mulliken spin population.
Element x y z (Å)
Au (0.253, 0.637, 0.138)  0.72
O (-1.239, 1.880, -0.144)  0.33
C (-2.352, 1.608, -0.950)  0.00
C (-2.840, 0.153, -0.728)  0.00
C (-1.993, -0.946, -1.314)  0.01
C (-2.473, -1.805, -2.290)  0.01
C (-1.671, -2.837, -2.746)  0.00
C (-0.414, -3.021, -2.196)  0.01
C (0.022, -2.144, -1.218)  0.01
C (1.363, -2.299, -0.556)  -0.02
C (2.374, -1.202, -0.952)  -0.02
O (2.093, -0.001, -0.271)  0.53
C (2.357, -1.039, -2.470)  0.06
C (2.985, -2.007, -3.248)  0.00
C (2.877, -1.971, -4.629)  0.00
C (2.144, -0.965, -5.247)  0.00
C (1.528, 0.009, -4.477)  0.00
C (1.635, -0.027, -3.092)  -0.05
C (3.785, -1.516, -0.422)  0.07
C (4.843, -0.724, -0.867)  0.02
C (6.119, -0.926, -0.374)  -0.01
C (6.349, -1.913, 0.579)  0.02
C (5.298, -2.692, 1.034)  -0.01
C (4.013, -2.487, 0.546)  0.02
N (-0.763, -1.136, -0.818)  0.18
C (-2.022, 1.932, -2.415)  0.02
C (-2.723, 1.383, -3.484)  0.01
C (-2.424, 1.743, -4.792)  0.00
C (-1.418, 2.662, -5.050)  0.00
C (-0.716, 3.219, -3.991)  0.00
C (-1.015, 2.855, -2.685)  0.01
C (-3.486, 2.531, -0.453)  0.02
C (-3.323, 3.288, 0.702)  0.00
C (-4.349, 4.111, 1.152)  0.00
C (-5.547, 4.180, 0.459)  0.00
C (-5.713, 3.422, -0.692)  0.00
C (-4.688, 2.606, -1.147)  0.00
H (-3.858, 0.051, -1.099)  0.00
H (-2.877, 0.020, 0.356)  0.00
H (-3.472, -1.671, -2.681)  0.00
H (-2.028, -3.504, -3.520)  0.00
H (0.229, -3.829, -2.518)  0.00
H (1.776, -3.268, -0.829)  0.00
H (1.225, -2.268, 0.528)  0.00
H (3.569, -2.787, -2.771)  0.00
H (3.373, -2.727, -5.225)  0.00
H (2.063, -0.937, -6.326)  0.00
H (0.956, 0.801, -4.944)  0.00
H (1.152, 0.747, -2.508)  0.04
H (4.659, 0.045, -1.608)  0.00
H (6.937, -0.315, -0.734)  0.00
H (7.346, -2.069, 0.969)  0.00
H (5.475, -3.465, 1.771)  0.00
H (3.204, -3.104, 0.915)  0.00
H (-3.527, 0.679, -3.314)  0.00
H (-2.988, 1.310, -5.609)  0.00
H (-1.190, 2.946, -6.070)  0.00
H (0.062, 3.949, -4.179)  0.00
H (-0.479, 3.308, -1.861)  -0.01
H (-2.391, 3.238, 1.246)  -0.01
H (-4.205, 4.702, 2.048)  0.00
H (-6.346, 4.822, 0.807)  0.00
H (-6.642, 3.469, -1.246)  0.00
H (-4.838, 2.044, -2.061)  0.00
N (-0.004, 0.055, 2.484)  0.01
C (0.068, 0.058, 3.641)  0.01
N (0.137, 0.046, 4.945)  0.00
C (-1.077, 0.010, 5.777)  0.00
C (-0.975, -1.118, 6.794)  0.00
C (0.330, -1.036, 7.585)  0.00
C (1.540, -1.003, 6.651)  0.00
C (1.421, 0.140, 5.656)  0.00
H (-1.939, -0.116, 5.126)  0.00
H (-1.172, 0.974, 6.286)  0.00
H (-1.032, -2.077, 6.271)  0.00
H (-1.834, -1.057, 7.463)  0.00
H (0.405, -1.888, 8.260)  0.00
H (0.326, -0.135, 8.207)  0.00
H (1.613, -1.948, 6.105)  0.00
H (2.464, -0.879, 7.219)  0.00
H (2.227, 0.129, 4.926)  0.00
H (1.449, 1.099, 6.181)  0.00

The spin multiplicity is 3. Its net charge is +1. The HOMO energy (spin up / spin down) is -0.4060 / -0.4056 Ha. Its LUMO energy (spin up / spin down) is -2.29 / -5.72 eV. Its frontier orbital gap (spin up / spin down) is 8.8 / 5.3 eV.

***

[2]
C39H37ClLaN10O as an isolated structure in a non-equilibrium geometry. Source: the Open Molecules 2025 dataset; level of theory: the ωB97M-V functional and the def2-TZVPD basis.

Each line ends with the Mulliken charge.
Element x y z (Å)
La (-0.076, -0.164, -0.104)  1.56
C (-3.614, -0.304, 4.718)  -0.59
C (-2.406, -0.789, 5.199)  -0.76
C (-1.399, -1.160, 4.324)  0.00
C (-1.588, -1.058, 2.941)  -0.33
C (-2.801, -0.552, 2.465)  0.11
C (-3.804, -0.183, 3.350)  -1.03
N (-0.564, -1.388, 2.033)  0.71
C (0.086, -2.547, 2.139)  0.55
C (-0.341, -3.668, 2.920)  -0.58
C (0.348, -4.837, 2.914)  -0.65
C (1.537, -5.001, 2.153)  -0.77
C (2.007, -3.966, 1.412)  -0.75
C (1.309, -2.727, 1.381)  0.31
N (1.726, -1.650, 0.687)  1.27
N (2.939, -1.646, 0.256)  -1.38
C (3.305, -0.598, -0.552)  -0.18
C (4.682, -0.385, -0.722)  -0.63
C (5.106, 0.573, -1.612)  -0.50
C (4.152, 1.272, -2.351)  -1.15
C (2.820, 1.008, -2.118)  -0.53
N (2.381, 0.130, -1.211)  0.60
H (-4.396, -0.014, 5.407)  0.41
H (-2.241, -0.875, 6.266)  0.41
H (-0.449, -1.519, 4.699)  0.55
H (-2.955, -0.451, 1.395)  0.14
H (-4.741, 0.199, 2.966)  0.46
H (-1.260, -3.581, 3.481)  0.47
H (-0.027, -5.679, 3.482)  0.41
H (2.051, -5.952, 2.158)  0.41
H (2.904, -4.054, 0.816)  0.48
H (5.365, -0.993, -0.146)  0.56
H (6.161, 0.762, -1.759)  0.44
H (4.441, 1.999, -3.098)  0.52
H (2.053, 1.503, -2.699)  0.74
Cl (-4.430, 1.990, -5.890)  -0.22
C (-3.757, 1.467, -4.380)  -0.15
C (-4.284, 0.345, -3.730)  -0.80
C (-3.751, -0.070, -2.536)  -0.40
C (-2.645, 0.580, -1.927)  0.11
O (-2.182, 0.152, -0.798)  -0.43
C (-2.125, 1.724, -2.609)  0.69
C (-1.031, 2.512, -2.115)  -0.63
N (-0.174, 2.145, -1.225)  0.89
C (0.870, 3.016, -0.870)  -0.46
C (1.454, 3.926, -1.723)  -0.05
C (2.515, 4.745, -1.306)  -1.21
C (2.983, 4.673, -0.025)  -0.79
C (2.406, 3.760, 0.885)  0.99
C (2.784, 3.701, 2.245)  -0.75
C (2.153, 2.825, 3.082)  -1.04
C (1.189, 1.953, 2.549)  0.03
N (0.825, 1.954, 1.285)  -0.09
C (1.376, 2.892, 0.457)  0.27
C (-2.719, 2.154, -3.811)  -0.92
H (-5.123, -0.179, -4.169)  0.45
H (-4.178, -0.918, -2.015)  0.49
H (-0.955, 3.512, -2.550)  0.55
H (1.110, 4.004, -2.747)  0.43
H (2.953, 5.440, -2.010)  0.42
H (3.786, 5.314, 0.314)  0.45
H (3.563, 4.363, 2.601)  0.45
H (2.391, 2.783, 4.135)  0.44
H (0.718, 1.208, 3.183)  0.40
H (-2.325, 3.034, -4.307)  0.46
N (0.001, -0.803, -2.499)  -0.16
C (-0.012, -1.165, -3.601)  0.14
N (-0.018, -1.558, -4.840)  0.02
C (-0.962, -0.970, -5.804)  -0.02
C (-0.200, -0.178, -6.861)  -0.55
C (0.878, -1.052, -7.505)  -0.76
C (1.840, -1.587, -6.442)  -0.48
C (1.072, -2.376, -5.386)  -0.79
H (-1.667, -0.342, -5.260)  -0.19
H (-1.513, -1.789, -6.275)  0.29
H (0.266, 0.693, -6.391)  0.26
H (-0.908, 0.183, -7.609)  0.38
H (1.427, -0.479, -8.253)  0.34
H (0.404, -1.892, -8.023)  0.33
H (2.357, -0.753, -5.960)  0.23
H (2.594, -2.234, -6.891)  0.37
H (1.721, -2.684, -4.568)  0.44
H (0.628, -3.268, -5.836)  0.32
N (-2.059, -3.513, 0.285)  -0.66
N (-1.392, -2.771, -0.737)  -0.28
H (-2.709, -4.184, -0.107)  0.30
H (-2.582, -2.862, 0.857)  0.11
H (-2.040, -2.474, -1.462)  0.25
H (-0.730, -3.405, -1.167)  0.26

Its net charge is +1. The HOMO energy (spin up / spin down) is -0.3354 / -0.3353 Ha. Its LUMO energy (spin up / spin down) is -3.36 / -3.37 eV. Its frontier orbital gap (spin up / spin down) is 5.8 / 5.8 eV.